ORCA calculation (ωB97M-V/def2-TZVPD) on C7H15LaN2O3PS as an isolated structure in a non-equilibrium geometry.

## Properties
- total charge = +1
- energy relative to the best compared isomer or geometry (same formula, charge and spin) (kJ/mol) = 32.67
- frontier orbital gap (eV) = 8.59
- highest occupied orbital energy (eV) = -11.6839

Last column: Mulliken charge in e.
CARTESIAN COORDINATES (ANGSTROEM)
La  -0.5065  0.4636  0.5451  1.023
N  -0.6146  0.2375  3.0828  -0.561
C  -1.1258  -1.1366  3.3579  -0.464
C  -2.3522  -1.4628  2.4967  -0.674
C  -2.0036  -2.1172  1.1175  0.601
O  -2.4264  -3.2078  0.8467  -0.531
O  -1.2532  -1.3999  0.3350  -0.488
H  0.2184  0.3797  3.6684  0.288
H  -1.3174  0.9039  3.4375  0.315
H  -1.3986  -1.2199  4.4183  0.419
H  -0.3151  -1.8512  3.1522  0.365
H  -2.9570  -0.5586  2.3296  0.349
H  -2.9828  -2.1879  3.0174  0.301
S  -4.3599  2.8885  -0.5565  -0.350
C  -2.8904  2.3670  -0.4524  0.636
N  -1.7474  2.0187  -0.3805  -0.610
C  2.9004  -1.0600  -2.0818  -1.093
P  1.9187  0.4193  -1.7038  1.277
C  0.3389  0.3929  -2.6404  -1.264
C  2.8380  1.9169  -2.1637  -1.121
O  1.6119  0.4540  -0.2149  -0.712
H  3.1500  -1.1248  -3.1357  0.389
H  2.3476  -1.9492  -1.7829  0.316
H  3.8180  -1.0160  -1.4966  0.359
H  0.5009  0.3390  -3.7157  0.417
H  -0.2190  1.3185  -2.4258  0.359
H  -0.2516  -0.4851  -2.3379  0.379
H  3.0890  1.9304  -3.2192  0.393
H  3.7530  1.9540  -1.5755  0.364
H  2.2370  2.7924  -1.9218  0.320



ORCA calculation (ωB97M-V/def2-TZVPD) on C29H22Cl5N3ORuS2Sb as an isolated structure.

## Properties
- frontier orbital gap (spin up / spin down) (eV) = 6.81 / 7.13
- multiplicity = 6
- ⟨S²⟩ = 8.79
- highest occupied orbital energy (spin up / spin down) (eV) = -6.9190 / -8.6158

Last column: Mulliken charge in e.
CARTESIAN COORDINATES (ANGSTROEM)
Ru  -0.0553  -1.8831  0.0366  -0.447
Cl  1.3576  -0.4783  3.2398  -0.144
C  0.0763  -1.6525  3.3154  1.417
C  -0.4581  -2.1304  2.1348  -2.153
C  -1.3788  -3.1482  2.2468  1.793
Cl  -1.8605  -3.8125  0.6862  -0.165
C  -1.8311  -3.6845  3.4365  -0.321
Cl  -2.9751  -4.9609  3.4636  -0.197
C  -1.3054  -3.1465  4.6137  0.596
Cl  -1.8445  -3.7442  6.1334  -0.192
C  -0.3392  -2.1395  4.5541  0.001
Cl  0.3389  -1.5233  6.0135  -0.195
S  -0.7757  0.2526  0.3262  -0.266
Sb  -0.9445  1.2960  -1.8348  1.011
C  -1.7620  3.1600  -1.2396  0.567
C  -2.0682  4.0914  -2.2274  -0.739
C  -2.6000  5.3279  -1.8889  -0.543
C  -2.8312  5.6425  -0.5570  -0.434
C  -2.5310  4.7182  0.4329  -0.684
C  -1.9984  3.4809  0.0933  -0.168
C  -2.8946  0.2694  -2.2555  0.397
C  -3.8986  0.2699  -1.2956  -0.310
C  -5.1222  -0.3213  -1.5776  -0.676
C  -5.3398  -0.9147  -2.8154  -0.433
C  -4.3350  -0.9151  -3.7710  -0.510
C  -3.1110  -0.3188  -3.4904  -0.534
C  1.2258  1.9732  -1.6980  0.083
C  1.8137  2.3500  -0.4930  -0.021
C  3.1498  2.7224  -0.4524  -0.671
C  3.9153  2.7071  -1.6160  -0.629
C  3.3318  2.3410  -2.8207  -0.523
C  1.9856  1.9832  -2.8582  -0.410
H  -1.8985  3.8627  -3.2746  0.339
H  -2.8355  6.0446  -2.6655  0.386
H  -3.2461  6.6062  -0.2909  0.376
H  -2.7113  4.9569  1.4735  0.395
H  -1.7686  2.7679  0.8773  0.385
H  -3.7305  0.7188  -0.3227  0.374
H  -5.9054  -0.3236  -0.8297  0.375
H  -6.2938  -1.3783  -3.0321  0.377
H  -4.4996  -1.3831  -4.7335  0.374
H  -2.3228  -0.3311  -4.2357  0.321
H  1.2367  2.3300  0.4251  0.439
H  3.5996  3.0201  0.4874  0.388
H  4.9591  2.9936  -1.5835  0.384
H  3.9193  2.3367  -3.7306  0.379
H  1.5401  1.6867  -3.8029  0.310
C  3.7059  -4.1226  3.1257  -0.954
N  3.5400  -3.2105  1.9991  0.185
C  4.4801  -2.2908  1.6849  -0.125
C  4.3220  -1.4307  0.6588  -0.786
C  3.0857  -1.4888  -0.0553  0.988
N  2.1140  -2.3170  0.3316  -0.146
C  2.3289  -3.2649  1.3043  0.149
O  1.5076  -4.1213  1.5645  -0.627
N  2.8850  -0.7164  -1.1157  -0.186
H  4.7652  -4.2081  3.3561  0.348
H  3.3055  -5.0952  2.8574  0.313
H  3.1658  -3.7511  3.9970  0.294
H  5.3741  -2.3062  2.2936  0.346
H  5.0874  -0.7207  0.3891  0.430
H  3.4945  0.0641  -1.3053  0.070
H  1.9789  -0.7379  -1.5682  -0.022
S  -0.1178  -2.0015  -2.1139  -0.378



ORCA calculation (ωB97M-V/def2-TZVPD) on C56H72AsBBiN10O2P2 as an isolated structure in a non-equilibrium geometry.

## Properties
- total charge = +1
- energy relative to the best compared isomer or geometry (same formula, charge and spin) (kJ/mol) = 31.31
- frontier orbital gap (eV) = 7.76
- highest occupied orbital energy (eV) = -10.1412

Last column: Mulliken charge in e.
CARTESIAN COORDINATES (ANGSTROEM)
Bi  0.7503  -0.4100  0.6504  3.542
C  2.4502  -4.8485  -2.3779  -1.863
C  1.6686  -4.4330  -1.1286  2.264
C  0.5446  -5.4348  -0.8677  -2.055
C  2.6188  -4.4666  0.0702  -2.100
P  0.9386  -2.6552  -1.2103  0.205
C  2.2443  -1.8168  -2.2546  -1.397
N  2.0326  -0.3964  -2.3293  0.694
B  1.5079  0.4925  -1.3405  -1.047
N  1.4653  1.7724  -1.9582  0.545
C  1.1845  3.0652  -1.3831  -1.577
P  -0.5290  3.2112  -0.5946  0.877
C  -1.5659  3.8327  -2.0805  2.362
C  -3.0204  3.9405  -1.6154  -1.568
C  -1.4610  2.7082  -3.1186  -1.578
C  -1.1844  5.1582  -2.7345  -1.909
C  -0.1011  4.6696  0.5761  2.229
C  0.8838  4.0577  1.5823  -2.750
C  -1.3600  5.0605  1.3493  -1.938
C  0.5314  5.9123  -0.0435  -1.863
C  1.9126  1.6542  -3.2653  0.728
C  2.0126  2.5874  -4.2866  -1.012
C  2.4807  2.1674  -5.5190  -0.947
C  2.8569  0.8494  -5.7359  -1.054
C  2.7558  -0.0948  -4.7288  -0.675
C  2.2716  0.3115  -3.4953  0.143
C  -0.5765  -2.6664  -2.3932  2.449
C  -0.4154  -3.4319  -3.7046  -1.960
C  -1.7723  -3.2025  -1.6069  -2.595
C  -0.8820  -1.2028  -2.7294  -1.841
H  2.7453  -5.8914  -2.2625  0.536
H  1.8574  -4.7688  -3.2841  0.266
H  3.3617  -4.2677  -2.4969  0.327
H  0.9791  -6.3969  -0.6019  0.599
H  -0.0816  -5.1086  -0.0399  0.343
H  -0.0700  -5.5861  -1.7502  0.325
H  2.9901  -5.4802  0.2136  0.675
H  3.4750  -3.8146  -0.0854  0.358
H  2.1001  -4.1676  0.9786  0.230
H  3.2152  -2.0467  -1.7956  -0.148
H  2.2196  -2.2525  -3.2569  0.919
H  1.9141  3.2522  -0.5886  0.142
H  1.3136  3.8351  -2.1458  0.211
H  -3.3830  3.0002  -1.2060  0.140
H  -3.1343  4.7111  -0.8588  0.269
H  -3.6545  4.2081  -2.4587  0.605
H  -1.5404  1.7308  -2.6461  0.011
H  -2.2594  2.7989  -3.8537  0.721
H  -0.5147  2.7490  -3.6482  0.066
H  -1.5148  6.0022  -2.1347  0.416
H  -0.1174  5.2559  -2.9212  0.255
H  -1.6969  5.2268  -3.6936  0.500
H  0.6108  3.0246  1.7839  0.489
H  1.9063  4.0892  1.2109  0.339
H  0.8636  4.6051  2.5235  0.785
H  -1.8432  4.1770  1.7620  0.178
H  -1.0914  5.7191  2.1749  0.585
H  -2.0697  5.5899  0.7198  0.409
H  1.3697  5.6638  -0.6895  0.226
H  -0.1904  6.4894  -0.6113  0.375
H  0.9119  6.5498  0.7547  0.527
H  1.7360  3.6226  -4.1548  0.571
H  2.5547  2.8782  -6.3267  0.444
H  3.2238  0.5524  -6.7057  0.434
H  3.0421  -1.1189  -4.9160  0.565
H  -0.3043  -4.5021  -3.5549  0.388
H  -1.3105  -3.2796  -4.3073  0.456
H  0.4302  -3.0620  -4.2797  0.331
H  -1.7246  -4.2722  -1.4382  0.448
H  -1.8332  -2.7013  -0.6391  0.399
H  -2.6915  -2.9899  -2.1511  0.623
H  -0.1537  -0.7851  -3.4186  0.479
H  -1.8595  -1.1402  -3.2070  1.092
H  -0.9176  -0.5945  -1.8214  -0.045
N  3.9572  0.8930  0.0902  0.115
C  3.6180  1.2785  1.3204  0.418
N  4.5545  1.9197  2.0086  -0.995
C  4.2178  2.3354  3.2260  -0.091
N  5.1130  3.0004  3.9519  -0.329
N  3.0095  2.1289  3.7741  -0.809
C  2.1320  1.4904  3.0361  0.395
N  2.3698  1.0407  1.7933  1.135
C  0.8126  1.3101  3.6541  0.567
C  0.6510  1.5897  5.0102  -1.069
C  -0.5999  1.4418  5.5796  -1.106
C  -1.6282  0.9605  4.7860  -1.191
C  -1.3634  0.7050  3.4502  -0.321
N  -0.1917  0.9125  2.8816  0.604
H  4.9196  1.0401  -0.1634  0.287
H  3.3554  0.2630  -0.4238  -0.318
H  6.0288  3.1836  3.5826  0.257
H  4.8484  3.3289  4.8635  0.248
H  1.4955  1.9321  5.5809  0.621
H  -0.7636  1.7002  6.6131  0.476
H  -2.6219  0.8102  5.1744  0.598
H  -2.1418  0.3237  2.8068  -0.156
O  1.4536  -1.4139  3.0274  -0.177
N  2.6565  -1.7572  3.0281  -1.530
N  3.2674  -1.8388  1.9150  1.065
O  2.7621  -1.5373  0.7032  0.134
C  4.6011  -2.2883  1.9713  0.064
C  5.0201  -3.0276  3.0746  -0.572
C  6.3309  -3.4567  3.1441  -0.662
C  7.2225  -3.1583  2.1242  -0.534
C  6.7972  -2.4341  1.0230  -1.059
C  5.4853  -2.0028  0.9397  0.634
H  4.3198  -3.2588  3.8610  0.510
H  6.6536  -4.0393  3.9935  0.420
H  8.2436  -3.5024  2.1826  0.416
H  7.4857  -2.2041  0.2230  0.428
H  5.1316  -1.4376  0.0925  0.157
C  -5.5978  -0.8223  -3.3107  -0.810
C  -4.6268  0.1336  -3.0622  -0.410
C  -3.9610  0.1248  -1.8518  0.043
C  -4.2342  -0.8359  -0.8820  0.762
C  -5.2094  -1.7856  -1.1416  -0.768
C  -5.8941  -1.7703  -2.3471  -0.763
As  -3.0670  -0.6723  0.7002  2.297
C  -3.2080  -2.3742  1.6765  1.101
C  -4.3475  -3.1228  1.9417  -0.355
C  -4.2734  -4.3181  2.6389  -1.021
C  -3.0470  -4.8095  3.0520  -0.678
C  -1.9003  -4.0755  2.8017  -0.873
C  -1.9868  -2.8644  2.1400  -0.877
C  -4.2484  0.5012  1.7539  -0.235
C  -5.2168  0.0780  2.6521  -0.594
C  -5.9194  0.9949  3.4171  -0.822
C  -5.6410  2.3462  3.3124  -0.767
C  -4.6748  2.7817  2.4195  -0.871
C  -3.9830  1.8645  1.6520  0.491
H  -6.1208  -0.8288  -4.2546  0.425
H  -4.3943  0.8806  -3.8066  0.531
H  -3.2023  0.8677  -1.6282  -0.434
H  -5.4343  -2.5558  -0.4169  0.210
H  -6.6743  -2.4952  -2.5252  0.450
H  -5.3210  -2.7848  1.6133  0.300
H  -5.1795  -4.8657  2.8579  0.426
H  -2.9864  -5.7553  3.5694  0.413
H  -0.9357  -4.4384  3.1277  0.550
H  -1.0866  -2.2745  1.9902  0.647
H  -5.4238  -0.9772  2.7767  0.228
H  -6.6821  0.6447  4.1007  0.443
H  -6.1747  3.0545  3.9275  0.428
H  -4.4584  3.8354  2.3316  0.523
H  -3.1990  2.1921  0.9763  0.201